A cluster of 15 separate species, C44H83F21N4O38P4 in total. Source: the OMol25 dataset; level of theory: ωB97M-V/def2-TZVPD.

Values from the calculation:
Charge: 0
Total energy (eV): -224954.2035
Energy relative to the best compared isomer or geometry (same formula, charge and spin) (eV): 4.243
E_LUMO (eV): -0.0198

Element x y z (Å)
1 C -9.0074 -7.8250 4.3804
2 O -5.4029 3.2046 -0.0998
3 H -2.6276 10.6834 7.5376
4 H -1.2426 -11.6158 -0.6493
5 F -0.0814 7.0896 6.5594
6 H -2.8090 -11.4535 0.0178
7 H 0.5259 2.0361 1.6910
8 O 1.5641 6.1822 -4.7241
9 O -6.9369 8.4080 1.7626
10 H 0.8977 5.4101 -2.8821
11 C -1.8185 -2.8960 0.6841
12 C 6.7588 -6.9491 -11.7925
13 H 5.9416 -4.7505 -9.1243
14 F 3.6690 9.7133 0.1510
15 F -1.2201 -1.2344 -8.5657
16 C 2.5889 14.4844 1.9005
17 F -3.8664 1.5073 6.9179
18 H 6.9330 -5.9678 -12.2339
19 H -1.7234 -10.0534 -0.2403
20 O -6.2898 10.5712 1.4659
21 C 2.7975 11.2764 1.7181
22 F 2.0770 9.0487 1.4796
23 H 3.9334 4.2431 -7.2423
24 H -6.1221 -3.8794 7.7948
25 H 9.8936 3.0000 -0.5021
26 H -11.5432 -8.1146 4.3127
27 H -6.8755 1.2640 -0.3515
28 C -4.6597 -2.3965 8.6092
29 H 0.3617 -2.3913 -2.2273
30 C 0.9297 8.7221 8.0120
31 F 2.9112 -11.8233 -0.5856
32 C 3.8234 13.5245 1.7552
33 F -6.0627 1.6365 6.5027
34 H -1.4139 -12.4102 1.8555
35 H 3.2975 2.8633 -6.2356
36 O 8.7484 1.4909 -1.2389
37 C 2.6032 10.0770 0.8217
38 H -6.3719 12.8622 0.1464
39 H 6.4455 1.6026 1.1313
40 C -5.2132 -0.1632 7.7857
41 C -7.5286 -8.1932 4.3446
42 O 1.7654 9.1979 8.7577
43 O 5.4906 -6.7947 -8.9712
44 O 2.2869 4.5542 -6.5288
45 H 10.6525 1.7113 -1.6436
46 H -10.8403 -6.9753 6.2364
47 F 1.7527 10.4049 -0.1388
48 H -1.1535 -3.3338 1.4286
49 H -7.9543 12.7692 -0.4323
50 O 3.5638 12.2502 1.1361
51 O -3.0501 0.0032 -6.5808
52 F -2.9757 -2.1093 -9.2623
53 C 2.3066 -7.4177 -3.3970
54 C 1.0693 -12.2162 0.8394
55 F -2.2626 -2.5368 -7.2503
56 H -1.8992 -3.5866 -0.1554
57 H 5.4562 6.4315 -4.6207
58 H 5.5971 5.1486 -3.4182
59 O 1.1688 -1.7808 -0.4071
60 C -3.1698 -0.4125 -7.7243
61 P 2.8234 5.7855 -5.6423
62 O 0.5890 -1.7088 2.2165
63 O 7.6406 0.0042 0.5190
64 C -5.6851 1.6537 -9.5673
65 C -0.1465 1.1782 1.6862
66 H -0.6314 9.8790 9.5735
67 P 6.6733 -7.8451 -9.2539
68 C 3.0959 3.5773 -7.0341
69 H 5.1726 -5.1956 -7.6109
70 O -5.1929 3.0919 -2.2450
71 H 7.6871 -10.3499 -9.6615
72 H -1.5477 -10.7804 2.2582
73 N 2.0656 -8.3885 -4.5407
74 H -6.7839 1.2310 -2.1426
75 H 2.3565 14.8338 0.8945
76 F 2.0120 7.6961 6.1827
77 C -7.3616 12.5187 0.4475
78 H -4.1546 2.1317 -8.0638
79 C 0.8496 -1.5177 -1.7949
80 H 10.2309 -2.6415 -0.4858
81 H 2.7609 15.3865 2.4875
82 F -3.9748 10.0539 2.2450
83 C -4.7181 8.9816 2.3366
84 H -1.0881 1.5465 1.2790
85 C 1.5557 -2.3786 7.8262
86 O 3.8199 4.9462 -4.5640
87 H 5.8456 4.7130 -5.0678
88 O 4.1618 -5.3893 4.3613
89 H 3.6046 -5.1772 1.1952
90 O 0.2615 0.3185 0.6236
91 F -4.7811 8.5320 3.6417
92 C -5.1289 -3.7855 8.2341
93 C -4.9794 0.8469 6.6613
94 C -11.4615 -7.8643 6.3448
95 H -11.6869 -9.6657 5.0751
96 O -0.2371 9.3805 7.6830
97 H 10.5263 -2.1739 -2.1133
98 P 0.2255 -1.2441 0.8194
99 H -4.9880 2.0013 -10.3297
100 C -1.7911 -11.0784 0.1242
101 O -5.6755 0.2512 8.8632
102 H 6.1635 -11.1447 -9.5028
103 C 1.0923 7.4468 7.1507
104 F 3.2490 -12.9028 1.3417
105 H 1.4222 -3.0327 6.9646
106 C -4.8080 1.3178 -8.3778
107 H -2.9085 10.6487 9.2881
108 F 1.5799 6.4361 7.9241
109 H 6.7409 -10.8048 -11.0670
110 H 2.6360 -7.8965 -2.4748
111 H 5.6753 0.5330 0.0351
112 C -11.1516 -8.7178 5.1318
113 F -4.1460 8.0530 1.5741
114 N 1.3235 -1.0226 7.3201
115 H -4.4267 -4.2668 7.5534
116 O 0.3251 -11.2808 1.4941
117 O -3.8980 0.2201 -8.6813
118 O 7.4262 -7.0315 -10.5077
119 O -4.7981 -1.4783 7.5606
120 F 2.8475 -10.7854 1.2887
121 H -0.2088 5.1705 -4.1717
122 H -6.1402 0.7371 -9.9424
123 H -5.3451 0.9284 -7.5129
124 O 7.4924 -8.1598 -8.0695
125 H -0.5263 11.2548 8.3697
126 O -1.2679 -1.6466 0.3225
127 C -7.5203 11.0044 0.8948
128 N -5.5229 2.6623 -1.1891
129 C 6.3722 0.5462 0.8732
130 O 2.1652 -0.5015 6.6855
131 O 2.6018 -6.1824 3.1188
132 O 2.2261 11.3527 2.8365
133 H 8.8448 -2.6642 -1.6840
134 F -7.1409 -8.9450 5.4214
135 O 2.6392 -9.4639 -4.4370
136 H 0.1503 -0.6824 -1.8297
137 O 0.2447 -0.5035 7.5385
138 H -2.7547 -2.7184 1.2133
139 H 6.8643 -5.5968 -7.8094
140 O 1.3107 -8.0173 -5.4305
141 H -7.8146 10.2620 0.1531
142 C 5.2612 5.3762 -4.4299
143 H 4.9740 -5.9530 1.9092
144 H -3.6131 -2.4102 8.9134
145 H 2.5840 -2.3211 8.1830
146 H -12.5064 -7.5538 6.3513
147 H -6.4260 2.4147 -9.3219
148 H 6.0256 -0.0164 1.7401
149 F -7.2992 -8.9294 3.1506
150 H 7.1896 -7.7077 -12.4460
151 C 2.5475 -11.9360 0.7630
152 H -5.1681 -4.4328 9.1102
153 C 4.2973 -5.1076 2.0339
154 C 10.0019 1.9585 -0.8048
155 H -5.3217 -2.0775 9.4142
156 H -2.9430 9.1538 8.4491
157 H -7.6496 13.0202 1.3715
158 O 0.6251 -13.3289 0.4528
159 H 0.9308 -2.4768 8.7140
160 H 4.5851 13.9549 1.1050
161 P 8.2276 -0.0064 -0.9295
162 C -0.8858 10.2474 8.5797
163 H 10.4242 1.5729 0.1231
164 F -6.7050 -7.1501 4.4633
165 N 3.6284 -5.5615 3.2803
166 H 1.6871 -1.1739 -2.4021
167 H 1.6148 -6.5756 -3.3805
168 H 1.1966 4.1666 -4.1222
169 C -2.4437 10.1228 8.4541
170 C -2.4096 -1.6316 -8.1545
171 C -6.2287 1.3947 -1.2190
172 O 7.3900 -0.5623 -2.0358
173 H -5.5081 0.5850 -1.1034
174 O 5.9869 -9.1299 -10.0300
175 H 5.6747 -7.0483 -11.7368
176 H 3.1444 -6.7855 -3.6914
177 H 2.7511 3.0786 -7.9400
178 H 1.7182 14.0577 2.3985
179 C -6.1240 9.3111 1.7991
180 O -9.7854 -8.9005 4.8253
181 C 9.7540 -2.1683 -1.3441
182 H 4.1587 13.3733 2.7812
183 H -11.3135 -8.3691 7.2995
184 F -4.7719 0.1114 5.5395
185 C 0.8580 5.1880 -3.9485
186 H -8.2319 10.9111 1.7151
187 C 5.9174 -5.5094 -8.3422
188 C -1.1529 -11.4239 1.4720
189 C 6.6768 -10.3684 -10.0702
190 H 4.6392 -4.1056 2.2932
191 O -9.4840 -6.7671 3.9294
192 H -0.2630 0.8489 2.7187
193 O 3.4901 6.8952 -6.3813
194 O 9.6265 -0.8285 -0.8372



A cluster of 2 separate species, C7H14N in total. Source: the OMol25 dataset; level of theory: ωB97M-V/def2-TZVPD.

Values from the calculation:
Charge: +1
Total energy (eV): -8965.4034
Energy relative to the best compared isomer or geometry (same formula, charge and spin) (eV): 3.674
E_LUMO (eV): -3.1371

Element x y z (Å)
1 H -0.0617 2.0700 -1.2290
2 C 1.0558 -1.8968 -0.6569
3 H -0.5191 0.2359 2.6200
4 H 3.2295 -2.3646 -0.6416
5 C 0.1210 0.9788 -1.0989
6 H 1.1526 0.5445 0.7650
7 H -3.4549 0.5509 0.0223
8 H -0.7200 0.5044 -0.7001
9 C -2.2879 0.9758 1.6272
10 C 2.4119 -1.8589 -0.0461
11 H 0.3457 -1.7107 0.0178
12 H 0.8372 -2.5845 -1.3649
13 H -4.2624 0.7495 1.4815
14 C -3.5389 1.1308 0.8843
15 H -3.7130 2.2864 0.7770
16 C 1.8758 -0.6350 -0.8462
17 H 2.1492 1.3644 -0.4505
18 H 0.2648 0.5533 -2.0882
19 N 1.3545 0.6385 -0.2940
20 H 2.6007 -1.8188 1.0607
21 H 2.2991 -0.5089 -1.8067
22 C -1.1400 0.7950 1.9674



A cluster of 6 separate species, C36H83N5O6 in total. Source: the OMol25 dataset; level of theory: ωB97M-V/def2-TZVPD.

Values from the calculation:
Charge: 0
Total energy (eV): -58406.9325
Energy relative to the best compared isomer or geometry (same formula, charge and spin) (eV): 2.859
E_LUMO (eV): 0.5953

Element x y z (Å)
1 H -1.2391 4.4552 7.5719
2 C -1.3944 -2.3526 -4.3809
3 H -4.4218 1.3462 -3.9464
4 H 4.8893 -2.0141 -2.9065
5 C 4.3974 -2.3247 -1.9696
6 C 2.0298 1.0802 6.3896
7 C 4.7273 -3.8398 0.0832
8 O -0.7117 2.0506 6.8435
9 C 5.5982 -0.2012 -1.1044
10 H -3.0546 0.5861 -1.9769
11 H 3.3151 3.5526 5.7836
12 O 1.8955 -1.3542 -5.7852
13 H 1.6141 -1.1966 -3.2596
14 C -0.0597 -1.6285 0.0431
15 H -0.0224 -0.9207 -0.6646
16 H 6.4516 -0.8559 -0.9182
17 C 0.3350 0.8023 4.6105
18 H 0.5022 -3.2510 -4.3565
19 H 5.4687 -4.5021 0.5018
20 C 1.4202 3.8439 7.9545
21 H 6.6190 -3.1544 1.9235
22 H -1.6315 -3.0173 0.5838
23 H -0.3709 0.3139 5.1857
24 N -6.4901 0.4418 -2.0791
25 H -2.2383 -1.5738 -0.1627
26 H 1.2573 4.6663 8.6242
27 N 0.1820 2.8259 5.9150
28 O 3.7039 -0.4760 1.2299
29 H 2.7633 0.3684 5.8834
30 C -4.1514 -1.1516 -2.7945
31 H 2.5247 3.7594 7.7725
32 H 2.5761 1.9833 3.6644
33 O 0.9264 0.0016 1.5119
34 H 3.2501 0.0554 -2.5270
35 H -1.6358 -3.1384 -3.6593
36 H -3.9746 -0.4939 -0.8247
37 H -0.5372 1.4078 1.2374
38 C -0.5699 4.8732 6.8033
39 C 5.1643 -3.4917 -1.3303
40 H 0.3573 0.9133 -0.2508
41 H 1.1708 3.0241 3.5853
42 C 3.1558 -0.0796 -1.4833
43 C 1.8979 2.6959 4.3448
44 H 2.7034 -0.4215 1.3601
45 H 0.9328 5.2759 4.7767
46 C 3.8265 -2.9931 2.2922
47 H -1.6489 -2.7447 -5.3959
48 H 2.0873 5.5090 6.0835
49 C 6.0907 -2.2889 1.5941
50 C 0.4970 1.1398 0.8620
51 O -7.4442 1.5158 -2.3669
52 H -3.3944 -1.8602 -2.4248
53 C -6.7842 -0.2710 -4.4848
54 H 1.3179 0.5939 7.0357
55 C -4.0015 0.0309 -1.8048
56 H 3.2042 0.8795 -1.0157
57 H 1.0405 0.0515 4.1744
58 H -5.3869 2.6955 -3.4481
59 H 0.0013 -2.1430 -6.4384
60 H 6.2116 -3.3073 -1.2683
61 C 0.1134 -2.2073 -4.3383
62 H -0.9995 -0.5362 1.6590
63 H -7.5866 0.4817 -4.7112
64 H 1.1644 2.9838 8.6439
65 C -5.2507 1.9519 -0.6518
66 H 3.8045 -2.1716 3.0452
67 C -4.7050 1.9442 -3.1072
68 N 1.0108 -2.6239 -0.2948
69 H 3.1650 -0.3150 -6.9813
70 C 4.2706 -1.0554 -1.0460
71 H -7.9687 -2.3301 -3.1931
72 H -5.8248 0.0163 -4.9117
73 H -6.1801 1.6605 -0.1925
74 N 0.6245 -1.3735 -3.1191
75 H -8.9374 -0.8979 -3.0009
76 H 3.7274 -4.2562 0.1018
77 H 5.6510 0.5879 -0.3196
78 H -1.6941 1.5898 -3.6654
79 H -0.4964 5.9166 7.1778
80 H 3.2563 4.3413 4.2072
81 H 5.6306 0.2543 -2.0865
82 H 0.6083 -2.0082 -2.3226
83 C -0.7024 1.8968 -3.2974
84 C -0.0176 -0.9827 1.4662
85 C 0.5310 -1.5786 -5.6457
86 H -3.8510 -0.7645 -3.7307
87 H 1.9353 -2.3019 -0.0441
88 H -3.8681 2.5713 -2.7645
89 H 0.0035 -0.6538 -5.6065
90 H 4.9935 -4.3715 -2.0148
91 H 1.8465 -1.1999 -7.7395
92 H -1.4402 -2.6832 -1.2229
93 H -5.6236 -2.2327 -1.9415
94 H 1.2147 1.9261 1.0526
95 H 2.1796 -0.4140 -1.2761
96 H -1.5187 2.0742 6.4270
97 C 1.5579 4.7536 5.5331
98 C -5.1098 1.0516 -1.9255
99 H 4.2953 -3.8556 2.7458
100 C -1.4181 -2.2800 -0.1950
101 H -4.5106 1.7325 0.1152
102 H -5.6136 -2.4710 -3.6109
103 H -7.1457 2.1031 -3.1095
104 H 0.2341 -1.7463 2.2421
105 C -8.0155 -1.3868 -2.6148
106 C 2.1191 -0.5552 -6.9295
107 H 0.0212 0.1456 -2.6500
108 H -0.7563 2.9108 -2.9452
109 H -8.1115 -1.6340 -1.6066
110 O -0.3206 1.0200 -2.2357
111 C 4.6704 -2.6210 1.0153
112 C 1.1510 1.8727 5.3627
113 C -6.7188 -0.6803 -2.9908
114 N 3.9050 -1.5316 0.3181
115 H -7.0764 -1.1561 -5.1028
116 H 3.3800 -2.6643 -2.2047
117 H 1.4790 0.3245 -7.0140
118 H 0.0139 1.9985 -4.1094
119 H -1.2151 4.8885 5.8730
120 H 0.8683 -3.4445 0.2943
121 H -0.2441 1.3431 3.8638
122 C 2.6017 3.8453 4.9962
123 H 2.8127 -3.1372 1.9761
124 H -5.2582 3.0085 -0.8254
125 C -5.5692 -1.7057 -2.8753
126 H -1.9755 -1.4800 -4.1265
127 C 0.6793 4.0356 6.6381
128 H 6.7068 -1.7671 0.8695
129 H 5.9421 -1.6242 2.4845
130 H 2.6114 1.7765 6.9914



A structure of composition C33H34BrClN8O3Y. Source: the OMol25 dataset; level of theory: ωB97M-V/def2-TZVPD.

Values from the calculation:
Charge: +1
Total energy (eV): -136446.1754
Energy relative to the best compared isomer or geometry (same formula, charge and spin) (eV): 0.000
E_LUMO (eV): -2.3019

Element x y z (Å)
1 C 3.5122 1.8443 1.3578
2 C -5.0424 -3.7827 0.0580
3 N 2.1879 1.8722 1.4748
4 H -3.1972 -4.7915 0.4439
5 C 4.3527 2.7061 2.0386
6 O 0.9184 2.2278 -1.0604
7 H 5.7250 -3.2495 -2.2257
8 H -5.5149 -3.9811 1.0230
9 C 3.1102 -1.1280 -1.8693
10 H -8.1373 -1.5493 1.0213
11 C 3.6966 -3.7925 -2.5388
12 C 1.7699 4.4202 -1.1278
13 H 3.0901 -1.2619 0.9739
14 H -7.6082 -3.1436 0.6664
15 C 1.9050 3.0274 -1.3271
16 H -0.8496 -4.2688 -3.1951
17 C 4.4006 -1.5778 -1.8908
18 H 5.1116 3.1049 -2.5365
19 C 1.6298 2.7578 2.3014
20 C 0.1370 2.7740 2.3628
21 C 2.3482 -3.3571 -2.5167
22 C -2.5882 2.9374 2.2263
23 C 3.7790 3.6321 2.8893
24 C -1.9242 3.6503 3.2092
25 H 4.2796 0.9391 -2.6744
26 C -1.8424 2.1343 1.3832
27 C 3.1486 2.5670 -1.8241
28 H 0.8189 4.7790 -0.7536
29 N -0.5139 2.0253 1.4643
30 H -2.3162 1.5616 0.5968
31 H 2.6718 6.3525 -1.2226
32 N -7.4101 -2.1594 0.6929
33 C -3.5249 -3.7896 0.1653
34 C 4.0133 4.8149 -1.9029
35 H 4.3922 4.3324 3.4406
36 Y 0.7332 0.3252 -0.0646
37 Cl 1.7146 -0.8128 2.8442
38 H 1.7475 -2.3553 1.0514
39 C -6.3518 -1.6718 0.0299
40 H 5.2082 -0.8999 -1.6427
41 H 3.9153 1.0893 0.6938
42 H -6.9778 0.2822 0.0301
43 H 5.4226 2.6495 1.8975
44 N -1.0058 -1.1787 1.4872
45 H -4.5920 -1.9309 -0.8126
46 H -5.3703 -4.5462 -0.6486
47 C 3.4142 1.1680 -2.0450
48 N 0.7715 -1.5608 -2.0564
49 H -1.5727 -0.6146 2.1156
50 C 2.7980 5.2913 -1.3942
51 N 2.7245 0.1966 -1.5663
52 H -2.4667 4.2713 3.9099
53 H -3.7440 -2.0729 1.5029
54 H 1.4549 -5.2044 -3.1948
55 C -1.8573 -1.8832 0.5277
56 C 2.4011 3.6560 3.0255
57 O -3.5886 -0.6907 -0.6954
58 C 2.0009 -1.2895 1.0746
59 H 1.9433 4.3847 3.6768
60 C -0.5459 3.5744 3.2712
61 Br 5.4155 6.0302 -2.2772
62 C 4.1772 3.4773 -2.1323
63 C 1.2633 -4.1832 -2.8878
64 H -5.3493 -0.0036 -0.5230
65 H -0.0122 4.1363 4.0221
66 C 2.0507 -2.0347 -2.1397
67 C 4.6944 -2.9210 -2.2197
68 H 3.9174 -4.8165 -2.8125
69 H -0.4775 -1.8173 2.0728
70 C -2.3682 -0.7832 -0.4333
71 H -1.1867 -2.5301 -0.0470
72 H -1.1960 -1.9256 -2.4124
73 H -2.5542 -3.2505 2.0175
74 N -6.2308 -0.3562 -0.1723
75 C -0.1991 -2.3507 -2.4409
76 C -2.9579 -2.7425 1.1398
77 C -0.0018 -3.6755 -2.8812
78 O -1.4854 0.0118 -0.8423
79 H -3.6611 2.9984 2.1095
80 N -5.4083 -2.4573 -0.4394
81 H -3.1360 -3.6107 -0.8423



The ion C6H13ClIN4O with charge +1. Source: the OMol25 dataset; level of theory: ωB97M-V/def2-TZVPD.

Values from the calculation:
Charge: +1
Total energy (eV): -35057.1393
Energy relative to the best compared isomer or geometry (same formula, charge and spin) (eV): 0.000
E_LUMO (eV): -3.0553

Element x y z (Å)
1 C 3.6210 0.5317 0.9637
2 N -1.1192 0.7791 -0.4411
3 H 2.7102 1.4174 -0.7870
4 Cl 0.4456 -3.1592 -0.0053
5 C -0.6479 -1.9611 -0.7422
6 C 0.1828 0.2631 -0.9005
7 H 4.2679 -0.3405 1.0187
8 H -4.5052 1.6547 0.6254
9 H 0.5002 0.9183 -1.7089
10 I 3.3147 -0.9505 -1.6904
11 H 3.0645 0.5851 1.9022
12 N -1.4082 -1.3398 0.3661
13 C -1.9171 -0.1131 0.1666
14 H -1.9465 -2.0070 0.9031
15 N -3.1106 0.2515 0.6012
16 H 0.9857 1.1304 0.8609
17 C 1.2204 0.2724 0.2225
18 H 1.1382 -0.6223 0.8396
19 H -1.6132 1.4290 -1.0448
20 H -3.0313 2.1621 1.1292
21 O -0.0302 -1.0057 -1.5035
22 N -3.5124 1.5928 0.4346
23 C 2.6661 0.4824 -0.2301
24 H -3.7637 -0.4233 0.9689
25 H 4.2584 1.4134 0.9059
26 H -1.3141 -2.5181 -1.3978